Record 1
{
  "formula": "C3H6N2O3",
  "method": "the ωB97M-V functional and the def2-TZVPD basis",
  "relative_energy_kj_mol": 849.7,
  "e_lumo_ev": -0.02,
  "total_energy_ev": -12323.42194,
  "mol_weight_da": 118.1,
  "fmax_ev_per_a": 8.336,
  "e_homo_ev": -9.55,
  "species": ["C", "C", "C", "H", "H", "H", "H", "H", "H", "N", "N", "O", "O", "O"],
  "xyz": [[-0.22971, -0.62089, 1.91302], [-0.19782, 0.26358, -0.35247], [1.63894, 0.77923, -1.46447], [-0.74668, 0.46415, 2.46723], [0.52493, -1.19206, 2.47131], [-1.02472, -1.37820, 1.47595], [1.15731, -0.61992, 0.62342], [2.03007, 1.69439, -2.09537], [-2.72512, -0.85094, -1.60365], [0.37354, 0.12617, 0.92888], [-1.43322, -0.15617, -0.48397], [0.47243, 1.34421, -1.09227], [2.36214, -0.25123, -1.14493], [-2.20209, 0.39768, -1.64271]],
  "forces_ev_per_angstrom": [[-5.08, 1.22, 2.35], [-4.37, 1.97, 1.99], [5.49, 0.46, -0.76], [0.68, -4.21, -0.23], [-0.52, 0.70, 0.35], [1.25, 1.57, 1.32], [-0.76, 2.77, 0.61], [0.25, -2.24, 0.57], [1.65, 5.85, -0.97], [5.84, -2.93, -5.18], [2.25, 2.18, -1.53], [-0.84, -4.95, 1.02], [-4.91, 4.75, -1.38], [-0.92, -7.15, 1.84]],
  "mulliken_charge": [-0.76, 0.44, 0.25, 0.25, 0.34, 0.24, 0.31, 0.27, 0.43, -0.30, -0.30, -0.16, -0.53, -0.47]
}

Record 2
{
  "formula": "ClH6NiO3",
  "method": "the ωB97M-V functional and the def2-TZVPD basis",
  "relative_energy_kj_mol": 336.1,
  "e_lumo_ev": [-7.52, -9.76],
  "total_charge": 1,
  "multiplicity": 3,
  "total_energy_ev": -59790.79369,
  "mol_weight_da": 148.2,
  "fmax_ev_per_a": 8.681,
  "e_homo_ev": [-15.25, -15.02],
  "species": ["Ni", "Cl", "O", "H", "H", "O", "H", "H", "O", "H", "H"],
  "xyz": [[1.00062, -1.49632, 1.87703], [0.29748, -0.59084, 0.51736], [2.17313, 0.63982, -1.01760], [2.82935, -0.03278, -0.83535], [1.38237, 0.32937, -0.57651], [-0.55841, 1.20221, -1.04369], [-0.70577, 2.00710, -0.54704], [-0.09254, 0.62739, -0.43642], [-2.22384, -1.15582, 0.42015], [-2.77403, -0.58987, 0.96164], [-1.32831, -0.94021, 0.68048]],
  "forces_ev_per_angstrom": [[3.42, -4.44, 6.63], [-0.89, 1.15, -3.45], [0.51, 0.24, 0.05], [0.55, -0.15, -0.22], [0.96, 0.62, -1.09], [-0.50, 0.44, -0.60], [-0.12, 0.55, -0.03], [-1.20, 2.20, -1.55], [-0.78, -0.59, -0.09], [-0.51, 0.25, 0.09], [-1.44, -0.29, 0.24]],
  "mulliken_spin": [1.41, 0.43, 0.07, -0.01, -0.02, 0.05, 0.00, 0.01, 0.10, 0.00, -0.04]
}

- What is the formula in the second record?
  ClH6NiO3